# 1
C13H41ClN13O31PS as an isolated structure, computed with ωB97M-V with the def2-TZVPD basis set.

Values from the calculation:
Total energy = -129595.85908 eV
Total charge = 0
HOMO energy = -8.85 eV
2S+1 = 1

Geometry as XYZ:
```
101
Properties=species:S:1:pos:R:3:forces:R:3:mulliken_charge:R:1
O 3.939396 0.520937 0.940664 -1.5 -5.0 -1.2 -0.503
S 3.657529 -0.979981 0.676509 0.7 3.2 1.2 0.726
O 4.978988 -1.501988 -0.326558 -2.0 1.7 -0.2 -0.213
Cl 5.050041 -0.253087 -1.502986 0.4 -0.5 -0.5 0.022
O 2.281552 -1.234653 -0.296391 1.3 1.3 -0.3 -0.343
P 0.956479 -0.180556 0.161493 -1.1 0.9 -0.3 0.770
O -0.461255 -0.964956 -0.566844 2.2 0.1 1.3 -0.489
O 1.130831 1.292497 -0.813150 -0.3 -1.9 1.2 -0.486
H -0.780439 -1.659858 0.093921 0.7 1.4 -1.0 0.268
H 1.076975 2.103581 -0.223933 0.1 -1.8 -0.7 0.274
C -0.788154 3.210712 3.013197 -0.1 -0.3 0.0 -1.059
N 0.137221 2.389106 2.187126 0.2 -0.4 -0.2 0.701
O -0.349834 1.432026 1.574037 0.3 1.9 1.0 -0.465
O 1.326245 2.728095 2.177580 -1.4 -0.7 -0.4 -0.410
H -1.796462 2.800029 2.928521 0.4 0.0 0.0 0.423
H -0.437927 3.163080 4.046409 0.1 0.1 -0.4 0.371
H -0.754159 4.232169 2.628900 0.2 -0.2 0.2 0.363
C 4.362051 4.434394 1.990593 -0.3 -0.3 -0.1 -0.510
N 4.225250 5.907997 2.143979 0.1 0.9 0.2 0.855
O 3.111486 6.398796 1.925460 1.5 -0.3 0.3 -0.506
O 5.239700 6.530287 2.479283 -1.7 -0.7 -0.5 -0.520
H 3.396710 4.018917 1.693920 0.2 0.2 0.1 0.108
H 5.113733 4.251694 1.219846 0.0 0.1 0.3 0.304
H 4.675836 4.030378 2.955229 0.1 0.1 -0.2 0.290
C 3.665655 8.204753 -0.608088 -0.3 -0.1 0.0 -0.637
N 4.431996 9.205815 -1.398243 0.6 0.7 -0.6 0.826
O 3.875021 9.690385 -2.390249 1.0 -0.5 1.3 -0.517
O 5.570894 9.476764 -1.000399 -1.6 -0.3 -0.7 -0.508
H 2.686264 8.064530 -1.070308 0.3 0.1 0.0 0.320
H 4.233779 7.272234 -0.618026 0.0 0.3 0.1 0.227
H 3.561155 8.595482 0.406123 0.2 -0.2 -0.2 0.282
C -0.437949 -4.486977 2.229705 -0.4 0.2 0.1 -0.789
N -0.574750 -3.013374 2.383092 0.7 0.6 0.4 0.843
O -1.688514 -2.522575 2.164573 1.3 -0.1 0.2 -0.483
O 0.439700 -2.391084 2.718396 -1.7 -0.5 -0.5 -0.494
H -1.403290 -4.902454 1.933033 0.7 0.7 0.3 0.380
H 0.313733 -4.669677 1.458959 0.0 0.1 0.2 0.286
H -0.124164 -4.890993 3.194342 0.1 0.1 -0.2 0.322
C -2.125977 -0.268476 -3.259565 0.1 -0.2 0.3 -0.292
N -3.197141 0.643713 -3.743578 -0.4 0.4 0.0 1.054
O -3.641836 1.471293 -2.939549 0.3 -1.0 -1.4 -0.561
O -3.561276 0.503134 -4.916789 0.2 0.4 1.5 -0.586
H -1.906634 -0.033448 -2.215933 -0.1 0.0 -0.3 0.240
H -2.496275 -1.291343 -3.354846 0.0 0.2 -0.1 0.298
H -1.246096 -0.104638 -3.885009 -0.5 -0.2 0.3 -0.128
C -6.371350 2.159484 -5.104938 0.2 0.0 0.3 -0.676
N -7.442514 3.071673 -5.588951 -0.7 0.6 -0.2 0.827
O -7.887209 3.899253 -4.784922 0.4 -1.0 -1.3 -0.508
O -7.806649 2.931093 -6.762163 0.4 0.4 1.7 -0.516
H -6.152008 2.394511 -4.061306 -0.1 0.0 -0.3 0.324
H -6.741649 1.136617 -5.200219 0.1 0.2 -0.1 0.271
H -5.491470 2.323322 -5.730382 -0.2 -0.2 0.1 0.271
C -2.842091 -8.020713 -0.131014 0.3 -0.5 -0.1 -0.518
N -2.487705 -6.642657 0.303864 -0.1 0.5 -0.2 0.960
O -1.850427 -6.527922 1.357342 -1.3 -0.7 -1.7 -0.625
O -2.859316 -5.715191 -0.424486 0.8 -1.2 1.3 -0.479
H -2.454048 -8.732780 0.600355 0.0 0.3 -0.1 0.282
H -3.931147 -8.079137 -0.185793 0.7 -0.1 -0.1 0.123
H -2.385729 -8.185183 -1.109225 -0.1 0.1 0.1 0.298
C -4.423928 -2.264386 3.859691 0.1 0.3 -0.2 -0.640
N -5.252860 -2.792716 4.976601 -0.6 -0.3 0.8 0.867
O -6.107237 -2.036902 5.453979 1.1 -1.2 -0.5 -0.524
O -5.022392 -3.951058 5.342538 -0.5 1.7 -0.4 -0.521
H -4.733675 -1.239698 3.643845 0.0 -0.3 0.2 0.315
H -3.380863 -2.292170 4.181714 -0.2 -0.1 -0.2 0.233
H -4.589508 -2.908011 2.993352 0.2 0.0 0.2 0.258
C -3.994924 5.189392 5.698982 -0.4 0.0 0.1 -0.738
N -3.069549 4.367785 4.872911 0.3 -0.6 -0.5 0.860
O -3.556605 3.410705 4.259822 0.9 1.3 0.8 -0.497
O -1.880525 4.706774 4.863365 -1.8 -0.4 0.1 -0.511
H -5.003233 4.778708 5.614306 0.3 0.0 -0.1 0.314
H -3.644698 5.141759 6.732194 0.0 0.1 -0.2 0.287
H -3.960930 6.210848 5.314685 0.1 -0.2 0.1 0.286
C 1.576072 1.253298 -6.077233 0.1 0.3 -0.2 -0.792
N 0.747140 0.724968 -4.960323 -0.4 -0.3 0.7 0.850
O -0.107237 1.480782 -4.482945 1.3 -1.0 -0.6 -0.508
O 0.977608 -0.433374 -4.594386 -0.5 1.7 -0.4 -0.489
H 1.266325 2.277986 -6.293079 0.0 -0.3 0.2 0.324
H 2.619137 1.225514 -5.755210 -0.2 -0.1 -0.1 0.285
H 1.410492 0.609673 -6.943572 0.1 0.0 0.2 0.288
C 6.676072 -3.430452 1.887767 0.0 0.3 -0.2 -0.646
N 5.847140 -3.958782 3.004677 -0.6 -0.3 0.8 0.912
O 4.992763 -3.202968 3.482055 1.1 -1.2 -0.5 -0.499
O 6.077608 -5.117124 3.370614 -0.5 1.6 -0.4 -0.540
H 6.366325 -2.405764 1.671921 0.0 -0.3 0.1 0.201
H 7.719137 -3.458236 2.209790 -0.2 -0.1 -0.1 0.306
H 6.510492 -4.074077 1.021428 0.1 0.1 0.2 0.278
C 9.590030 -0.503009 -3.038098 0.2 0.0 -0.3 -0.740
N 8.275226 -0.965272 -2.517183 -1.0 -0.4 0.3 0.804
O 7.566741 -1.631980 -3.280501 0.9 0.9 1.3 -0.480
O 7.991554 -0.645740 -1.356920 0.5 -0.6 -1.6 -0.443
H 9.706427 -0.854530 -4.065426 -0.1 0.0 0.3 0.307
H 9.593819 0.588358 -3.001239 0.0 -0.2 0.1 0.282
H 10.365740 -0.924886 -2.395830 -0.2 0.2 0.0 0.286
C -6.958239 -6.099788 -0.951613 -0.2 0.1 -0.2 -0.766
N -6.115122 -7.211771 -0.435476 0.1 -0.7 0.2 0.831
O -6.286045 -8.330234 -0.934404 0.6 1.5 0.9 -0.498
O -5.305726 -6.930457 0.455883 -1.7 -0.4 -1.0 -0.528
H -7.620535 -6.489362 -1.727573 0.2 0.0 0.2 0.310
H -7.536439 -5.707712 -0.112317 0.2 0.0 -0.1 0.296
H -6.288358 -5.341139 -1.361399 -0.1 -0.1 0.2 0.292
```
Forces are in eV/Å.

---

# 2
C13H42AsBeF6O12Ti as an isolated structure, computed with ωB97M-V with the def2-TZVPD basis set.

Values from the calculation:
Total energy = -139371.89243 eV
Relative energy (zero: lowest compared OMol25 entry of this formula, charge and spin) = 0.00 kJ/mol
Total charge = +2
HOMO energy (spin up / spin down) = -13.88 / -13.88 eV
2S+1 = 4

Geometry as XYZ:
```
76
Properties=species:S:1:pos:R:3:forces:R:3:mulliken_spin:R:1
Ti -2.172975 -2.846194 2.357542 0.2 2.9 0.0 2.033
Be 2.184021 -4.170526 1.911033 -0.5 0.3 -1.7 0.777
As 0.469429 -0.599516 0.825139 2.7 3.0 -1.9 0.031
F 1.829168 0.473486 0.761152 -0.6 -0.6 0.1 0.000
F 0.715015 -1.048877 -0.837181 -0.4 -0.4 1.1 -0.003
F -0.926937 -1.764872 0.842804 -0.4 -0.7 1.3 -0.055
F 0.204284 -0.139544 2.493806 -0.4 -0.7 -0.4 -0.007
F -0.558659 0.704047 0.328699 -0.2 -1.0 0.4 0.000
F 1.642624 -1.834947 1.367309 -1.0 -0.9 0.2 0.107
C -3.433633 0.407844 1.808495 -0.7 0.1 -0.9 0.008
O -3.635182 -1.004407 2.104256 0.7 -1.8 0.6 -0.001
H -3.109606 0.949667 2.692137 0.2 0.0 -0.2 -0.001
H -2.798564 0.460579 0.928843 0.4 0.1 0.4 -0.003
H -4.399208 0.773276 1.460243 0.0 0.2 0.3 -0.001
H -4.552609 -1.135201 2.374211 0.0 0.1 -0.1 0.002
C -2.106006 -0.981198 5.044233 -0.2 0.1 0.0 0.005
O -1.029433 -1.588425 4.286277 -1.1 -1.0 -1.3 0.002
H -3.047728 -1.494643 4.830778 0.0 -0.1 0.1 -0.001
H -1.894013 -1.051171 6.107811 0.1 0.1 -0.1 -0.002
H -2.230160 0.047619 4.710202 0.1 0.1 0.3 -0.001
H -0.585193 -0.872485 3.802943 0.4 -0.1 0.1 0.002
C 4.083280 -0.786812 -1.983090 1.9 -0.6 0.7 0.000
O 4.075597 -2.082166 -2.636203 -1.0 0.7 -0.1 0.000
H 3.280161 -0.576206 -1.284680 -0.6 -0.5 -0.5 0.000
H 4.969900 -0.914334 -1.351481 0.0 1.0 0.2 0.000
H 4.242718 0.035295 -2.678190 -0.2 -0.1 -0.1 0.000
H 4.867402 -2.063284 -3.182139 -0.1 -0.4 -0.2 0.000
C 2.903385 0.596174 4.122059 -0.4 0.4 0.4 0.001
O 3.825929 -0.361265 4.598429 -0.2 -0.2 -0.1 0.000
H 2.726378 0.519419 3.047740 0.2 0.2 0.0 -0.001
H 1.926173 0.543887 4.622874 0.0 -0.3 0.1 0.000
H 3.275871 1.578343 4.408538 0.2 0.0 -0.4 0.000
H 3.483151 -1.227273 4.366403 0.1 -0.1 0.1 0.000
C -0.266526 -4.692234 -0.471367 0.4 0.7 0.2 0.022
O 1.150442 -4.556816 -0.279517 0.1 -0.3 1.4 0.067
H -0.742824 -5.023075 0.460623 0.2 -0.3 0.1 0.001
H -0.646011 -3.699025 -0.714266 -0.3 -0.2 -0.3 -0.008
H -0.474907 -5.419105 -1.253089 -0.1 0.0 0.1 0.005
H 1.551476 -4.491222 -1.179553 0.6 0.3 -0.3 0.011
C -2.524137 -1.923164 -2.179088 0.2 0.2 -0.6 0.005
O -3.590998 -2.745409 -1.740615 0.0 0.1 0.6 0.000
H -1.666564 -2.031778 -1.517629 -0.1 -0.1 0.1 0.004
H -2.212429 -2.230058 -3.180414 0.1 0.1 0.0 0.000
H -2.772681 -0.859996 -2.208424 -0.1 0.0 0.0 0.000
H -4.383100 -2.456130 -2.204423 -0.1 -0.2 0.0 0.000
C -2.828213 3.234553 0.075727 -0.8 -0.4 -0.7 0.000
O -3.173526 4.585793 -0.167598 0.3 -0.3 0.3 0.000
H -3.730599 2.656242 0.314758 -0.1 0.1 0.3 0.000
H -2.459740 2.751209 -0.835304 0.4 0.1 0.1 0.000
H -2.121116 3.125765 0.895785 0.1 0.4 -0.1 0.000
H -3.791364 4.568661 -0.905402 0.0 0.3 0.0 0.000
C -0.750332 0.967084 -3.267212 0.6 -0.2 -1.0 0.000
O -1.709790 2.005932 -3.210255 -0.2 -0.3 0.4 0.000
H -0.308646 0.731765 -2.299253 -0.1 0.3 0.1 0.000
H -1.140047 0.037376 -3.692408 -0.6 0.1 0.2 0.000
H 0.037240 1.191734 -3.990403 0.3 0.3 0.3 0.000
H -1.448731 2.744501 -3.765779 0.1 -0.1 -0.1 0.000
C 0.982419 -3.362780 -3.418851 0.1 1.1 0.0 0.001
O 2.140719 -3.981313 -2.887086 -0.2 -0.6 0.6 0.001
H 1.092464 -3.020665 -4.451712 0.2 -0.3 0.0 0.000
H 0.115413 -4.021967 -3.385486 0.1 -0.1 0.2 0.000
H 0.823910 -2.456193 -2.823000 -0.6 -0.1 -0.1 -0.001
H 2.803832 -3.273372 -2.732225 0.1 -0.2 -0.3 0.000
C 1.314120 3.842051 1.184589 0.5 -1.5 0.5 0.000
C 1.508842 3.510394 -0.283910 0.1 0.6 0.8 0.000
C 0.436834 4.136931 -1.142067 -1.1 0.4 0.1 0.000
O 1.134128 4.827418 -2.182146 -0.4 -0.5 0.4 0.000
C 2.438613 4.868494 -1.857376 1.0 0.3 -0.1 0.000
O 3.270902 5.437122 -2.482152 -0.1 -0.1 0.0 0.000
O 2.700742 4.182471 -0.707925 -0.4 -0.3 -0.6 0.000
H 2.144500 3.422308 1.760551 0.3 0.2 -0.2 0.000
H 0.487742 3.240972 1.576676 -0.5 0.6 -0.1 0.000
H 1.270573 4.904739 1.405251 -0.4 0.0 -0.2 0.000
H 1.583071 2.434033 -0.435749 0.3 0.1 -0.1 0.000
H -0.150250 4.829579 -0.532575 0.2 0.4 -0.2 0.000
H -0.320047 3.460910 -1.540681 0.4 -0.2 -0.4 0.000
```
Forces are in eV/Å.